Entry from the OMol25 dataset: a structure of composition CH13N8P3 in a non-equilibrium geometry (the ωB97M-V functional and the def2-TZVPD basis).

Atoms and positions in Å:
C  -2.59  0.78  1.28
N  -0.79  -0.96  -0.99
N  0.15  1.59  -0.67
N  1.71  -0.64  0.10
N  -2.15  1.16  -1.95
N  0.13  -2.58  1.18
N  0.90  -2.90  -1.15
N  1.71  1.81  1.39
N  2.87  1.61  -0.87
P  -1.12  0.60  -0.78
P  0.45  -1.63  -0.21
P  1.54  1.03  -0.06
H  -2.27  -0.14  1.87
H  -2.30  1.77  1.79
H  -3.52  0.53  1.00
H  -2.33  2.17  -1.84
H  -3.06  0.74  -1.85
H  -0.78  -3.07  1.14
H  0.36  -2.16  2.05
H  1.21  -3.73  -0.70
H  0.62  -3.04  -2.13
H  2.51  1.38  1.88
H  0.93  1.78  2.02
H  2.98  2.60  -0.66
H  2.86  1.29  -1.83

* lowest unoccupied orbital energy: 0.80 eV
* Kohn-Sham gap: 0.328 Ha
* relative energy (zero: lowest compared OMol25 entry of this formula, charge and spin): 39.6 kJ/mol
* DFT total energy: -1508.14716 Ha

---

Entry from the OMol25 dataset: an isolated molecule of C6H12N2 in a non-equilibrium geometry (the ωB97M-V functional and the def2-TZVPD basis).

Atoms and positions in Å:
C  1.85  -0.60  0.46
C  2.44  -1.59  -0.16
C  -0.27  0.60  -0.31
C  -0.94  1.92  -0.30
C  -1.29  -1.58  0.66
C  -1.01  -0.67  -0.60
N  1.00  0.44  0.05
N  1.84  1.63  0.34
H  3.03  -2.20  0.49
H  2.49  -1.78  -1.18
H  -0.14  2.79  -0.33
H  -1.64  2.11  0.58
H  -1.42  2.24  -1.26
H  -1.50  -2.52  0.17
H  -2.18  -1.44  1.23
H  -0.42  -1.64  1.27
H  -2.07  -0.35  -0.86
H  -0.51  -1.35  -1.23
H  2.80  1.17  0.34
H  1.60  2.11  1.18

* spin multiplicity: 3
* lowest unoccupied orbital energy (alpha / beta): 1.15 / -0.58 eV
* Kohn-Sham gap (alpha / beta): 0.233 / 0.311 Ha
* relative energy (zero: lowest compared OMol25 entry of this formula, charge and spin): 189.6 kJ/mol
* DFT total energy: -345.06713 Ha

---

Entry from the OMol25 dataset: a cluster of 4 separate species, C22H19BO12 in total (the ωB97M-V functional and the def2-TZVPD basis).

Atoms and positions in Å:
O  5.96  0.28  1.79
C  5.05  -0.15  1.05
O  5.16  -1.02  0.15
C  3.61  0.40  1.31
C  3.55  1.68  2.14
O  2.44  2.41  1.68
B  1.90  1.70  0.47
C  0.36  1.10  0.88
O  0.36  -0.02  1.72
O  -1.02  -0.50  1.91
O  2.91  0.71  0.12
H  3.09  -0.42  1.83
H  3.46  1.44  3.21
H  4.47  2.26  2.01
H  1.67  2.52  -0.41
H  -0.15  1.94  1.38
H  -0.20  0.87  -0.05
H  -1.38  -0.33  1.03
C  5.29  -4.12  -1.87
C  5.13  -3.97  -0.55
C  5.16  -5.16  0.34
O  5.02  -5.09  1.54
C  5.37  -6.50  -0.30
C  5.53  -6.63  -1.61
C  5.50  -5.43  -2.50
O  5.64  -5.58  -3.70
H  5.27  -3.26  -2.54
H  4.98  -2.99  -0.11
H  5.39  -7.35  0.38
H  5.68  -7.58  -2.10
C  -2.36  3.05  -1.28
C  -3.63  3.26  -1.62
C  -3.99  3.82  -2.95
O  -5.15  4.02  -3.26
C  -2.88  4.11  -3.89
C  -1.61  3.90  -3.55
C  -1.24  3.36  -2.21
O  -0.10  3.17  -1.88
H  -2.06  2.63  -0.33
H  -4.45  3.04  -0.96
H  -3.17  4.51  -4.85
H  -0.78  4.11  -4.22
C  -6.11  -0.39  0.68
C  -7.29  -0.17  1.26
C  -7.42  0.72  2.43
O  -8.50  0.91  2.95
C  -6.19  1.36  2.95
C  -5.01  1.15  2.38
C  -4.87  0.26  1.20
O  -3.80  0.07  0.69
H  -5.98  -1.04  -0.18
H  -8.20  -0.63  0.90
H  -6.32  2.01  3.81
H  -4.09  1.60  2.74

* lowest unoccupied orbital energy: 1.44 eV
* Kohn-Sham gap: 0.089 Ha
* relative energy (zero: lowest compared OMol25 entry of this formula, charge and spin): 0.0 kJ/mol
* total charge: -2
* DFT total energy: -1777.32989 Ha

---

Entry from the OMol25 dataset: a cluster of 2 separate species, C25H28N2O3S in total in a non-equilibrium geometry (the ωB97M-V functional and the def2-TZVPD basis).

Atoms and positions in Å:
O  -2.00  -1.35  1.96
O  1.28  1.38  3.94
O  2.81  -4.42  -0.97
C  -1.80  -0.16  1.82
C  0.74  2.15  3.16
C  2.82  -6.05  -5.87
C  1.08  1.40  -1.51
C  -5.88  2.42  2.87
C  2.87  -4.65  -5.93
C  2.56  -6.68  -4.65
C  1.51  0.63  -0.42
C  1.42  1.01  -2.81
C  -5.09  3.43  2.30
C  -5.30  1.47  3.73
C  2.66  -3.89  -4.77
C  2.37  -5.92  -3.49
C  2.27  -0.51  -0.63
C  2.19  -0.14  -3.02
C  -3.72  3.50  2.60
C  -3.93  1.54  4.03
C  2.44  -4.52  -3.54
C  2.62  -0.91  -1.93
C  -3.13  2.55  3.46
N  1.42  3.20  2.69
N  -1.04  0.50  2.69
S  2.18  -3.56  -2.00
C  -2.40  0.56  0.63
C  0.95  4.25  1.78
C  3.38  -2.19  -2.12
C  -1.65  2.62  3.77
C  -0.73  1.93  2.75
H  2.97  -6.64  -6.76
H  0.47  2.28  -1.35
H  -6.94  2.36  2.63
H  3.06  -4.16  -6.88
H  2.51  -7.76  -4.60
H  1.24  0.92  0.59
H  1.08  1.60  -3.66
H  -5.54  4.16  1.64
H  -5.91  0.69  4.16
H  2.68  -2.81  -4.84
H  2.19  -6.42  -2.54
H  2.58  -1.11  0.22
H  2.45  -0.43  -4.03
H  -3.11  4.29  2.17
H  -3.49  0.80  4.68
H  2.38  3.26  3.01
H  -0.62  -0.08  3.41
H  -3.10  1.32  0.97
H  -1.61  1.01  0.03
H  -2.94  -0.16  0.02
H  0.72  3.83  0.80
H  0.05  4.72  2.19
H  1.72  5.01  1.67
H  4.13  -2.30  -1.34
H  3.90  -2.20  -3.08
H  -1.48  2.18  4.75
H  -1.37  3.67  3.85
H  -0.89  2.39  1.77

* lowest unoccupied orbital energy: 0.42 eV
* Kohn-Sham gap: 0.337 Ha
* relative energy (zero: lowest compared OMol25 entry of this formula, charge and spin): 163.4 kJ/mol
* DFT total energy: -1702.86169 Ha

---

Entry from the OMol25 dataset: the ion C3H7FN3 with charge +1 in a non-equilibrium geometry (the ωB97M-V functional and the def2-TZVPD basis).

Atoms and positions in Å:
C  -0.18  -0.01  -0.19
C  0.86  0.22  2.16
C  -0.19  0.98  -1.38
N  0.77  -1.17  2.20
N  0.85  0.10  0.63
N  -1.13  -0.90  -0.17
F  -0.31  0.87  2.54
H  1.77  0.91  2.27
H  -0.35  0.35  -2.18
H  -1.04  1.53  -1.23
H  0.59  1.74  -1.27
H  1.75  -1.43  2.23
H  -1.95  -0.75  -0.74
H  -0.97  -1.59  0.54

* spin multiplicity: 3
* lowest unoccupied orbital energy (alpha / beta): -4.12 / -8.18 eV
* Kohn-Sham gap (alpha / beta): 0.386 / 0.292 Ha
* relative energy (zero: lowest compared OMol25 entry of this formula, charge and spin): 23.0 kJ/mol
* total charge: +1
* DFT total energy: -382.19523 Ha

---

Entry from the OMol25 dataset: the ion C4H12N2O with charge +1 in a non-equilibrium geometry (the ωB97M-V functional and the def2-TZVPD basis).

Atoms and positions in Å:
C  0.09  0.19  -0.48
N  -1.40  0.12  -0.16
C  -2.13  0.92  -1.14
O  -2.34  2.39  -0.56
C  0.88  -0.69  0.47
C  2.20  -1.35  0.06
N  1.08  -0.05  1.83
H  0.12  -0.14  -1.50
H  0.47  1.18  -0.48
H  -1.82  -0.78  -0.09
H  -1.61  0.91  -2.16
H  -3.18  0.45  -1.24
H  -1.64  2.41  0.10
H  0.21  -1.55  0.58
H  2.92  -0.56  -0.05
H  2.42  -1.93  1.00
H  2.03  -1.94  -0.74
H  0.63  -0.51  2.63
H  1.08  0.91  1.94

* spin multiplicity: 2
* lowest unoccupied orbital energy (alpha / beta): -3.21 / -8.98 eV
* Kohn-Sham gap (alpha / beta): 0.412 / 0.164 Ha
* relative energy (zero: lowest compared OMol25 entry of this formula, charge and spin): 303.7 kJ/mol
* total charge: +1
* DFT total energy: -343.94684 Ha